Entry 1:
# CH4S2

2 unconnected molecules or ions with the total composition CH4S2 at a distorted geometry (ωB97M-V with the def2-TZVPD basis set, the OMol25 dataset).

Atoms and positions in Å:
S  -2.809  0.115  0.192
S  0.909  1.135  0.213
C  2.073  -0.011  0.116
H  2.902  0.073  0.870
H  -3.182  -0.934  -0.494
H  -1.666  0.446  -0.453
H  1.774  -0.823  -0.444

Its energy relative to the best compared isomer or geometry (same formula, charge and spin) is 0.707 eV. The calculation puts the HOMO-LUMO gap (alpha / beta) at 0.3043 / 0.2701 hartree. Its molar mass is 80.2 g mol⁻¹. For the largest force on an atom, the calculation gives 2.93 eV/A. The value obtained for the energy is -836.744572 Eh. As for the expectation value of S²: 2.006. Its LUMO energy (alpha / beta) is 0.8946 / -2.3984 eV. Its net charge is 0. As for the spin multiplicity: 3.

Mulliken atomic charge list, values in e, 2 entries: number 1, S, carries -0.232; number 2, S, carries -0.009

=====

Entry 2:
# CH5AgO2

A molecular structure, CH5AgO2 at a distorted geometry (ωB97M-V with the def2-TZVPD basis set, the OMol25 dataset).

Atoms and positions in Å:
O  -3.772  1.971  0.057
H  -3.991  2.178  -0.854
H  -2.350  -1.620  0.018
O  -0.916  -0.358  0.843
C  -1.583  -1.581  0.814
H  -0.878  -2.412  0.624
Ag  -0.967  1.195  1.968
H  -3.163  1.176  0.011
H  -2.095  -1.804  1.769

Its energy relative to the best compared isomer or geometry (same formula, charge and spin) is 0.000 eV. The calculation puts the HOMO-LUMO gap (alpha / beta) at 0.2606 / 0.2787 hartree. Its molar mass is 156.9 g mol⁻¹. For the largest force on an atom, the calculation gives 2.70 eV/A. The value obtained for the energy is -338.361757 Eh. As for the expectation value of S²: 2.006. Its LUMO energy (alpha / beta) is 0.6876 / -2.8774 eV. Its net charge is 0. As for the spin multiplicity: 3.

Mulliken atomic charge list, values in e, 2 entries: number 1, O, carries -0.622; number 2, H, carries 0.308

=====

Entry 3:
# CH5BOS

CH5BOS in the gas phase at a distorted geometry (ωB97M-V with the def2-TZVPD basis set, the OMol25 dataset).

Atoms and positions in Å:
S  0.854  1.730  0.572
H  -0.331  2.334  0.393
B  -0.585  -0.668  -0.088
H  0.510  0.384  -1.805
C  0.655  -0.015  -0.840
H  1.555  -0.394  -0.451
O  -0.208  -1.611  0.749
H  -0.816  -1.668  1.517
H  -1.634  -0.092  -0.047

Its energy relative to the best compared isomer or geometry (same formula, charge and spin) is 1.738 eV. The calculation puts the HOMO-LUMO gap at 0.3356 hartree. Its molar mass is 75.9 g mol⁻¹. For the largest force on an atom, the calculation gives 3.86 eV/A. The value obtained for the energy is -539.365687 Eh. Its LUMO energy is -0.0668 eV. Its net charge is 0.

Mulliken atomic charge list, values in e, 2 entries: number 1, S, carries -0.239; number 2, H, carries 0.126

=====

Entry 4:
# CH5BS

A molecular structure, CH5BS at a distorted geometry (ωB97M-V with the def2-TZVPD basis set, the OMol25 dataset).

Atoms and positions in Å:
H  -0.733  1.521  1.138
H  -0.511  1.142  -0.816
H  -0.163  -1.475  1.131
S  1.560  0.048  0.084
C  -0.170  -0.687  0.398
H  -0.714  -1.448  -0.587
B  -0.317  0.896  0.250
H  1.719  0.114  -1.302

Its energy relative to the best compared isomer or geometry (same formula, charge and spin) is 2.345 eV. The calculation puts the HOMO-LUMO gap at 0.3837 hartree. Its molar mass is 59.9 g mol⁻¹. For the largest force on an atom, the calculation gives 5.11 eV/A. The value obtained for the energy is -464.048420 Eh. Its LUMO energy is 0.4296 eV. Its net charge is 0.

Mulliken atomic charge list, values in e, 2 entries: number 1, H, carries -0.099; number 2, H, carries -0.106

=====

Entry 5:
# CH5BrOSi

CH5BrOSi in the gas phase at a distorted geometry (ωB97M-V with the def2-TZVPD basis set, the OMol25 dataset).

Atoms and positions in Å:
H  0.480  1.462  -1.132
H  -1.194  -1.990  0.288
H  0.888  1.730  1.337
Br  -2.391  0.213  0.316
H  -0.739  -0.967  -1.095
H  2.353  0.242  -0.236
C  -0.874  -1.022  -0.058
O  0.394  -0.587  0.499
Si  1.084  0.919  0.080

Its energy relative to the best compared isomer or geometry (same formula, charge and spin) is 0.358 eV. The calculation puts the HOMO-LUMO gap at 0.4076 hartree. Its molar mass is 141.0 g mol⁻¹. For the largest force on an atom, the calculation gives 2.76 eV/A. The value obtained for the energy is -2979.831249 Eh. Its LUMO energy is 0.7619 eV. Its net charge is 0.

Mulliken atomic charge list, values in e, 2 entries: number 1, H, carries -0.092; number 2, H, carries 0.307

=====

Entry 6:
# CH5Cl2OPSi

CH5Cl2OPSi in the gas phase at a distorted geometry (ωB97M-V with the def2-TZVPD basis set, the OMol25 dataset).

Atoms and positions in Å:
Si  0.612  -0.687  -0.130
Cl  -2.752  1.434  0.499
C  1.566  0.885  0.023
H  0.714  -1.397  1.193
P  -2.500  -0.123  -0.755
H  2.544  0.616  0.282
H  1.541  1.524  -0.878
O  -0.920  -0.324  -0.730
H  1.249  -1.855  -0.824
Cl  -3.043  -1.564  0.548
H  0.990  1.493  0.772

Its energy relative to the best compared isomer or geometry (same formula, charge and spin) is 0.000 eV. The calculation puts the HOMO-LUMO gap at 0.3921 hartree. Its molar mass is 163.0 g mol⁻¹. For the largest force on an atom, the calculation gives 2.92 eV/A. The value obtained for the energy is -1667.671352 Eh. Its LUMO energy is 0.7642 eV. Its net charge is 0.

Mulliken atomic charge list, values in e, 2 entries: number 1, Si, carries 0.311; number 2, Cl, carries -0.197

=====

Entry 7:
# CH5ClIrO4

A molecular structure, CH5ClIrO4 at a distorted geometry (ωB97M-V with the def2-TZVPD basis set, the OMol25 dataset).

Atoms and positions in Å:
Cl  1.894  -0.526  1.950
H  1.408  0.074  -3.935
O  0.569  -1.497  0.696
H  0.062  -1.107  -4.185
Ir  -0.027  0.002  0.028
O  1.335  -0.536  3.261
H  -0.044  0.538  -4.827
H  -0.125  0.254  -3.036
C  0.322  -0.062  -3.989
O  1.044  1.053  0.920
H  -1.618  0.302  -0.009
O  3.212  -0.725  1.420

Its energy relative to the best compared isomer or geometry (same formula, charge and spin) is 3.723 eV. The calculation puts the HOMO-LUMO gap (alpha / beta) at 0.2350 / 0.1458 hartree. Its molar mass is 308.7 g mol⁻¹. For the largest force on an atom, the calculation gives 5.51 eV/A. The value obtained for the energy is -905.101952 Eh. As for the expectation value of S²: 8.794. Its LUMO energy (alpha / beta) is -13.6357 / -16.1279 eV. Its net charge is +2. As for the spin multiplicity: 6.

Mulliken atomic charge list, values in e, 2 entries: number 1, Cl, carries 1.076; number 2, H, carries 0.286

=====

Entry 8:
# CH5ClN2

2 unconnected molecules or ions with the total composition CH5ClN2 at a distorted geometry (ωB97M-V with the def2-TZVPD basis set, the OMol25 dataset).

Atoms and positions in Å:
Cl  -0.035  0.600  2.255
C  -0.548  0.373  0.598
H  -0.635  0.954  -1.257
N  0.650  -1.350  -0.651
H  -1.111  -0.476  0.203
H  0.053  -2.005  -0.233
H  1.502  -1.296  -0.131
H  0.515  1.866  -0.462
N  -0.391  1.336  -0.323

Its energy relative to the best compared isomer or geometry (same formula, charge and spin) is 3.282 eV. The calculation puts the HOMO-LUMO gap (alpha / beta) at 0.2670 / 0.3519 hartree. Its molar mass is 80.5 g mol⁻¹. For the largest force on an atom, the calculation gives 2.54 eV/A. The value obtained for the energy is -610.670928 Eh. Its LUMO energy (alpha / beta) is 0.1143 / 0.6056 eV. Its net charge is 0.

Mulliken atomic charge list, values in e, 2 entries: number 1, Cl, carries -0.144; number 2, C, carries -0.167